[1]
C5H12NO | ωB97M-V with the def2-TZVPD basis set

LUMO (alpha / beta) = -5.792 / -5.800 eV
total charge = +1
molecular weight = 102.2 u
maximum force = 0.0879 Eh/bohr
Kohn-Sham gap (alpha / beta) = 7.14 / 7.12 eV
relative energy (zero: lowest compared OMol25 entry of this formula, charge and spin) = 5.228 eV

XYZ file:
```
19
Properties=species:S:1:pos:R:3:forces:R:3:lowdin_charge:R:1
O 2.190 -1.075 -0.086 -0.6 -0.9 1.5 -0.038
N 1.998 0.253 0.371 -1.7 -1.9 0.5 -0.188
C -0.212 1.079 -0.016 0.7 0.6 -1.9 0.099
C -1.368 0.468 0.417 -0.9 -3.1 -1.5 -0.102
C -1.871 -0.604 -0.361 0.7 0.9 1.2 0.007
C -3.037 -1.418 0.049 -0.7 4.1 1.8 -0.040
C 2.842 1.132 -0.363 -0.5 -1.5 -2.2 -0.068
H 2.430 2.072 -0.044 1.1 1.1 -0.4 0.089
H -1.370 -0.871 -1.296 -0.1 0.1 0.2 0.132
H 3.918 0.850 -0.461 -0.5 0.8 1.3 0.117
H 2.100 -1.753 0.667 0.2 1.7 -1.3 0.157
H -2.781 -2.331 0.381 1.4 -3.7 0.4 0.057
H 1.668 0.336 1.329 1.2 0.0 0.0 0.144
H -3.524 -1.059 1.017 0.5 0.3 -1.4 0.127
H 2.558 0.866 -1.437 -0.1 1.0 1.0 0.116
H -1.977 0.628 1.276 0.2 0.8 0.8 0.108
H 0.068 2.070 0.303 0.3 0.0 0.5 0.096
H -3.755 -1.479 -0.711 -1.0 -0.3 -1.2 0.085
H 0.123 0.835 -1.035 -0.2 0.1 0.6 0.102
```
Forces are in eV/Å.

[2]
C4H8N | ωB97M-V with the def2-TZVPD basis set

LUMO = -4.560 eV
total charge = +1
molecular weight = 70.1 u
maximum force = 0.1261 Eh/bohr
Kohn-Sham gap = 10.74 eV
relative energy (zero: lowest compared OMol25 entry of this formula, charge and spin) = 4.688 eV

XYZ file:
```
13
Properties=species:S:1:pos:R:3:forces:R:3:lowdin_charge:R:1
N -0.353 -0.150 0.362 -3.1 1.0 1.0 -0.082
C 0.725 -0.927 0.996 2.5 1.7 1.9 -0.082
C -0.009 -1.559 -0.010 -3.1 -3.8 -0.4 -0.057
C -0.122 0.938 -0.531 5.8 -2.0 -2.1 -0.152
C -0.804 2.020 -0.665 -2.0 0.8 -0.2 0.045
H -0.737 -2.467 0.405 1.6 2.8 -1.6 0.214
H -1.708 2.185 -0.053 0.4 -0.2 -0.2 0.102
H 1.657 -0.433 0.687 -0.1 -0.6 0.7 0.123
H 0.445 -1.664 -0.981 -0.4 0.0 -0.3 0.118
H -1.267 0.147 0.851 1.6 -1.6 -0.3 0.235
H 0.600 -1.283 2.019 0.1 0.7 -0.2 0.151
H 1.496 0.555 -1.276 -4.1 1.1 1.5 0.294
H -0.735 2.700 -1.505 0.7 0.1 0.3 0.091
```
Forces are in eV/Å.

[3]
C3H8NOS | ωB97M-V with the def2-TZVPD basis set

LUMO = -5.202 eV
total charge = +1
molecular weight = 106.2 u
maximum force = 0.0982 Eh/bohr
Kohn-Sham gap = 8.35 eV
relative energy (zero: lowest compared OMol25 entry of this formula, charge and spin) = 5.514 eV

XYZ file:
```
14
Properties=species:S:1:pos:R:3:forces:R:3:lowdin_charge:R:1
S -2.404 -2.008 0.064 -2.0 -1.1 -3.2 0.882
O -1.532 -0.565 -0.414 -3.2 -0.5 1.5 -0.475
N 1.752 0.863 0.778 1.5 -2.7 2.4 0.009
C -0.157 -0.440 0.072 2.2 0.3 0.2 -0.229
C 0.328 0.806 0.730 -1.3 4.1 -1.4 -0.275
C -0.496 -0.612 -1.342 1.9 4.1 -2.4 -0.070
H -0.273 -1.495 -1.838 0.0 -1.8 -0.6 0.111
H -0.101 1.766 0.283 0.6 -1.3 -0.3 0.157
H -0.580 0.330 -2.062 0.4 -2.1 1.7 0.206
H 0.288 -1.246 0.654 -0.8 -0.8 -0.6 0.159
H -3.264 -2.332 -1.462 2.0 1.0 3.4 0.142
H 1.996 0.080 1.486 0.5 2.1 -1.8 0.129
H 2.495 1.014 0.058 -1.8 -0.3 0.5 0.119
H -0.086 0.997 1.719 0.2 -0.9 0.4 0.133
```
Forces are in eV/Å.

[4]
C3H2O3S | ωB97M-V with the def2-TZVPD basis set

LUMO (alpha / beta) = 0.386 / -2.564 eV
spin multiplicity = 3
molecular weight = 118.1 u
maximum force = 0.0372 Eh/bohr
Kohn-Sham gap (alpha / beta) = 8.17 / 6.84 eV
relative energy (zero: lowest compared OMol25 entry of this formula, charge and spin) = 1.385 eV

XYZ file:
```
9
Properties=species:S:1:pos:R:3:forces:R:3:lowdin_charge:R:1
S -2.646 -0.035 -1.225 0.6 -0.6 0.2 0.918
O -2.207 -0.534 -2.569 -0.5 0.5 -1.8 -0.478
O 1.725 1.653 2.347 0.4 0.0 0.4 0.179
O -1.079 -1.787 0.264 0.7 -0.8 0.4 0.100
C -1.754 -0.998 -0.255 -0.9 0.8 1.2 -0.558
C 1.469 0.397 0.239 0.1 1.0 1.6 0.014
C 1.649 1.033 1.378 -1.3 0.7 -0.7 -0.270
H 0.603 0.578 -0.368 0.1 -0.1 -0.2 0.048
H 2.239 -0.308 0.188 0.7 -1.4 -1.1 0.048
```
Forces are in eV/Å.

What is the formula in the fourth record?
C3H2O3S

Please write out number 3 again, unchanged.
C3H8NOS | ωB97M-V with the def2-TZVPD basis set

LUMO = -5.202 eV
total charge = +1
molecular weight = 106.2 u
maximum force = 0.0982 Eh/bohr
Kohn-Sham gap = 8.35 eV
relative energy (zero: lowest compared OMol25 entry of this formula, charge and spin) = 5.514 eV

XYZ file:
```
14
Properties=species:S:1:pos:R:3:forces:R:3:lowdin_charge:R:1
S -2.404 -2.008 0.064 -2.0 -1.1 -3.2 0.882
O -1.532 -0.565 -0.414 -3.2 -0.5 1.5 -0.475
N 1.752 0.863 0.778 1.5 -2.7 2.4 0.009
C -0.157 -0.440 0.072 2.2 0.3 0.2 -0.229
C 0.328 0.806 0.730 -1.3 4.1 -1.4 -0.275
C -0.496 -0.612 -1.342 1.9 4.1 -2.4 -0.070
H -0.273 -1.495 -1.838 0.0 -1.8 -0.6 0.111
H -0.101 1.766 0.283 0.6 -1.3 -0.3 0.157
H -0.580 0.330 -2.062 0.4 -2.1 1.7 0.206
H 0.288 -1.246 0.654 -0.8 -0.8 -0.6 0.159
H -3.264 -2.332 -1.462 2.0 1.0 3.4 0.142
H 1.996 0.080 1.486 0.5 2.1 -1.8 0.129
H 2.495 1.014 0.058 -1.8 -0.3 0.5 0.119
H -0.086 0.997 1.719 0.2 -0.9 0.4 0.133
```
Forces are in eV/Å.

What is the formula in the third record?
C3H8NOS

Number 4 is which compound?
C3H2O3S